Molecular formula: C43H101Cu2MnN9O16
Method: DFT, ωB97M-V with the def2-TZVPD basis set

Geometry (Å):
Cu 2.978 3.317 2.292
Cu 4.979 2.753 -1.326
Mn -2.580 -1.332 -3.983
C 5.106 4.298 0.925
O 4.159 3.647 0.529
O 6.116 4.014 0.320
O 5.245 4.144 2.102
C 1.035 0.929 -2.549
C 0.017 0.098 -2.184
C -0.376 -0.287 -0.729
O -1.437 -0.956 -0.444
C 0.288 0.288 0.266
C 1.335 1.285 0.032
C 1.740 1.600 -1.501
O 2.843 2.233 -1.638
O 1.978 1.872 0.949
O -0.565 -0.382 -3.228
H 1.268 1.176 -3.575
H 0.120 0.154 1.324
C 2.376 -2.464 -1.549
C 1.197 -3.269 -2.192
C 1.507 -4.755 -2.574
O 0.354 -5.427 -3.020
C 0.535 -6.337 -4.156
N 0.325 -3.385 -1.058
H 3.167 -2.357 -2.292
H 2.721 -3.020 -0.677
H 1.932 -1.529 -1.208
H 0.542 -2.862 -2.962
H 1.908 -5.316 -1.730
H 2.240 -4.884 -3.371
H 0.487 -5.962 -5.178
H -0.188 -7.151 -4.119
H 1.462 -6.865 -3.933
H 0.887 -3.620 -0.252
H -0.194 -2.552 -0.820
C -5.562 0.539 -1.196
C -4.432 0.748 -2.294
C -3.524 1.991 -2.102
O -2.512 2.122 -3.126
C -1.596 3.284 -3.006
N -3.701 -0.538 -2.280
H -6.223 -0.281 -1.475
H -6.198 1.414 -1.065
H -5.118 0.412 -0.209
H -4.868 0.994 -3.262
H -3.021 1.924 -1.138
H -4.143 2.888 -2.080
H -0.805 3.277 -3.757
H -1.184 3.107 -2.013
H -2.165 4.212 -3.054
H -3.193 -0.697 -1.422
H -4.478 -1.140 -2.047
C -2.457 1.390 -7.341
C -2.361 0.033 -6.552
C -0.961 -0.571 -6.553
O -1.239 -1.830 -5.874
C -0.083 -2.586 -5.755
N -2.877 0.323 -5.217
H -1.698 2.051 -6.921
H -3.496 1.695 -7.222
H -2.133 1.156 -8.355
H -2.994 -0.742 -6.985
H -0.142 0.020 -6.142
H -0.749 -0.666 -7.618
H 0.671 -2.132 -5.112
H 0.392 -2.650 -6.733
H -0.192 -3.561 -5.280
H -3.874 0.419 -5.345
H -2.518 1.182 -4.825
C 1.019 -2.223 2.388
C 1.404 -3.731 2.774
C 0.318 -4.511 3.589
O -0.089 -3.877 4.835
C 0.686 -4.081 6.006
N 1.885 -4.470 1.589
H 1.799 -1.503 2.635
H -0.002 -1.938 2.643
H 1.284 -2.110 1.337
H 2.257 -3.825 3.446
H 0.509 -5.565 3.793
H -0.508 -4.462 2.880
H 1.635 -3.565 5.859
H 1.012 -5.120 5.952
H 0.232 -3.985 6.992
H 2.648 -3.870 1.311
H 2.249 -5.384 1.820
C 2.720 -0.436 4.921
C 2.591 0.714 3.915
C 1.191 1.369 4.081
O 1.044 2.606 3.414
C -0.393 2.809 3.085
N 3.636 1.706 4.020
H 1.901 -1.100 4.646
H 2.283 -0.177 5.885
H 3.676 -0.955 4.847
H 2.681 0.296 2.912
H 0.908 1.517 5.123
H 0.437 0.683 3.694
H -0.809 2.159 2.315
H -0.424 3.825 2.692
H -0.994 2.906 3.990
H 3.412 2.204 4.870
H 4.528 1.313 4.287
C -3.624 0.757 2.291
C -4.103 -0.526 2.967
C -2.975 -1.123 3.929
O -2.544 -0.218 5.027
C -1.483 -0.587 5.818
N -5.238 -0.285 3.753
H -3.199 1.425 3.039
H -4.447 1.287 1.811
H -2.874 0.490 1.546
H -4.395 -1.187 2.151
H -2.064 -1.360 3.379
H -3.280 -1.995 4.508
H -1.913 -1.139 6.654
H -0.976 0.254 6.290
H -0.854 -1.302 5.286
H -4.971 0.249 4.567
H -5.469 -1.181 4.158
C 1.761 6.805 4.741
C 1.729 5.565 3.731
C 1.451 5.791 2.261
O 1.442 4.631 1.354
C 1.063 5.094 0.001
N 3.082 4.921 3.807
H 0.798 7.091 5.164
H 2.283 7.719 4.460
H 2.379 6.521 5.592
H 1.085 4.788 4.144
H 2.187 6.499 1.880
H 0.521 6.347 2.142
H 1.904 5.592 -0.481
H 0.443 5.990 0.044
H 0.678 4.332 -0.677
H 3.783 5.610 3.575
H 3.363 4.938 4.777
C -4.763 -3.985 -0.379
C -3.737 -4.288 0.794
C -3.644 -5.771 1.268
O -2.758 -5.897 2.355
C -3.435 -5.909 3.549
N -2.504 -3.898 0.190
H -4.617 -4.454 -1.352
H -4.878 -2.902 -0.420
H -5.743 -4.248 0.021
H -3.899 -3.603 1.626
H -3.153 -6.511 0.637
H -4.584 -6.276 1.493
H -3.798 -4.903 3.757
H -2.765 -6.182 4.365
H -4.256 -6.626 3.570
H -2.671 -2.918 0.007
H -1.994 -3.733 1.046
C 3.987 5.495 -4.490
C 4.195 4.281 -3.618
C 4.621 2.998 -4.354
O 4.650 1.865 -3.413
C 4.178 0.676 -4.018
N 5.149 4.529 -2.665
H 3.565 5.254 -5.466
H 4.967 5.903 -4.738
H 3.452 6.279 -3.954
H 3.304 3.972 -3.071
H 5.571 3.153 -4.867
H 3.960 2.851 -5.208
H 3.876 -0.149 -3.373
H 4.978 0.265 -4.635
H 3.267 0.879 -4.580
H 5.056 5.500 -2.402
H 6.085 4.464 -3.041

Summary:
HOMO (spin up / spin down)	-11.1 / -11.1	eV
net charge	+2
M	1182.36	g/mol
lowest unoccupied orbital energy (spin up / spin down)	-4.8 / -6.1	eV
spin multiplicity	8
orbital gap (spin up / spin down)	6.280 / 4.918	eV

These are the Löwdin partial charges, in e, on atoms 1 to 4: number 1, Cu, carries 0.8066; number 2, Cu, carries 0.5418; number 3, Mn, carries 1.1546; number 4, C, carries -0.9836



Molecular formula: C43H101F3N6O3
Method: DFT, ωB97M-V with the def2-TZVPD basis set

Geometry (Å):
C 3.074 -2.115 -3.417
C 4.516 -2.605 -3.204
N 4.736 -4.033 -3.425
C 4.980 -4.758 -2.166
C 3.754 -4.811 -1.218
C 5.681 -4.217 -4.507
C 5.950 -5.593 -4.959
H 2.927 -2.165 -4.496
H 2.934 -1.091 -3.070
H 2.390 -2.779 -2.889
H 5.067 -1.987 -3.914
H 4.831 -2.363 -2.189
H 5.162 -5.816 -2.357
H 5.903 -4.449 -1.676
H 2.911 -4.986 -1.887
H 3.875 -5.692 -0.588
H 3.466 -3.972 -0.585
H 6.631 -3.684 -4.461
H 5.142 -3.788 -5.352
H 6.486 -5.771 -5.892
H 5.058 -6.208 -5.074
H 6.609 -5.928 -4.158
C 3.292 3.087 -0.925
C 3.941 2.218 -1.972
N 5.340 1.838 -1.678
C 5.771 0.608 -2.500
C 5.487 0.526 -4.020
C 6.233 2.964 -1.957
C 7.622 2.666 -1.327
H 3.506 4.153 -0.998
H 3.722 2.709 0.003
H 2.209 3.012 -0.835
H 3.329 1.367 -2.270
H 3.846 2.847 -2.857
H 6.787 0.300 -2.250
H 5.275 -0.264 -2.074
H 4.529 0.078 -4.282
H 5.508 1.519 -4.468
H 6.227 -0.029 -4.597
H 5.793 3.860 -1.518
H 6.283 3.239 -3.010
H 8.288 2.090 -1.970
H 7.452 2.085 -0.421
H 8.108 3.593 -1.025
C 0.116 5.577 -1.379
C 1.410 6.295 -1.830
N 1.904 7.244 -0.809
C 0.918 8.265 -0.448
C 0.776 9.520 -1.259
C 3.206 7.879 -1.159
C 3.819 8.672 0.020
H -0.756 6.224 -1.286
H 0.246 5.010 -0.457
H -0.258 4.938 -2.179
H 2.215 5.612 -2.099
H 1.318 6.833 -2.773
H -0.059 7.782 -0.419
H 1.220 8.599 0.545
H 0.715 9.302 -2.325
H -0.075 10.153 -1.009
H 1.643 10.148 -1.053
H 3.168 8.460 -2.081
H 3.929 7.132 -1.485
H 4.896 8.769 -0.118
H 3.784 7.992 0.871
H 3.376 9.647 0.223
C -5.358 -2.070 2.572
C -6.456 -2.373 3.647
N -6.279 -3.680 4.365
C -7.301 -4.008 5.368
C -8.682 -4.193 4.713
C -4.893 -3.991 4.843
C -4.449 -3.141 6.041
H -4.334 -1.946 2.921
H -5.529 -1.057 2.207
H -5.285 -2.773 1.742
H -6.486 -1.525 4.331
H -7.476 -2.258 3.280
H -7.417 -3.286 6.176
H -6.966 -4.880 5.930
H -8.464 -4.841 3.864
H -9.133 -3.260 4.374
H -9.279 -4.741 5.442
H -4.767 -5.066 4.977
H -4.096 -3.891 4.106
H -3.389 -3.322 6.221
H -4.563 -2.085 5.796
H -5.010 -3.324 6.957
C -5.703 0.966 -0.967
C -6.521 -0.361 -1.177
N -7.961 -0.186 -1.166
C -8.625 -1.523 -1.262
C -8.875 -2.205 0.048
C -8.425 0.782 -2.141
C -9.931 1.090 -1.800
H -4.676 0.604 -0.992
H -6.097 1.434 -0.064
H -5.745 1.722 -1.751
H -6.120 -0.830 -2.075
H -6.216 -0.974 -0.328
H -9.607 -1.495 -1.735
H -7.994 -2.240 -1.788
H -9.127 -1.552 0.884
H -9.660 -2.961 0.018
H -7.989 -2.621 0.528
H -8.293 0.445 -3.169
H -7.851 1.707 -2.185
H -10.170 0.782 -0.782
H -10.690 0.670 -2.460
H -10.137 2.142 -1.999
C 1.886 0.027 0.133
C 0.651 0.086 -0.750
N -0.589 0.480 -0.001
C -1.094 -0.672 0.873
C -1.911 -0.160 2.010
C -1.697 0.992 -0.839
C -1.274 2.380 -1.221
H 2.745 -0.262 -0.473
H 1.846 -0.704 0.940
H 2.137 0.991 0.576
H 0.891 0.833 -1.507
H 0.532 -0.886 -1.228
H -1.633 -1.402 0.270
H -0.156 -1.021 1.304
H -2.142 -0.933 2.742
H -1.621 0.683 2.638
H -2.909 0.021 1.611
H -2.621 1.067 -0.266
H -1.903 0.390 -1.724
H -0.190 2.437 -1.316
H -1.658 3.152 -0.554
H -1.588 2.607 -2.240
C 0.026 -3.003 3.436
C 1.308 -3.770 3.201
O 1.317 -4.706 2.146
C 0.773 -5.916 2.267
O 0.494 -6.370 3.384
C 0.776 -6.773 1.110
F -0.251 -7.539 1.083
F 0.811 -6.027 -0.057
F 1.854 -7.634 1.061
H 0.185 -2.206 4.163
H -0.722 -3.754 3.688
H -0.362 -2.563 2.517
H 1.714 -4.188 4.122
H 2.090 -3.053 2.952
C 4.349 1.140 3.019
C 5.820 1.273 2.922
O 6.346 2.255 2.365
C 6.742 0.181 3.346
H 3.848 0.818 2.105
H 3.899 2.043 3.431
H 4.175 0.330 3.728
H 7.502 0.790 3.836
H 7.053 -0.368 2.457
H 6.435 -0.458 4.174

Summary:
HOMO (spin up / spin down)	-9.3 / -9.3	eV
net charge	+1
M	807.31	g/mol
lowest unoccupied orbital energy (spin up / spin down)	-2.4 / -7.2	eV
spin multiplicity	2
orbital gap (spin up / spin down)	6.831 / 2.082	eV

These are the Löwdin partial charges, in e, on atoms 1 to 4: number 1, C, carries -0.0708; number 2, C, carries -0.2641; number 3, N, carries -0.1687; number 4, C, carries -0.2378